1.
{
  "formula": "CH4OSSi",
  "method": "wB97M-V/def2-TZVPD",
  "e_above_lowest_kj_mol": 95.7,
  "spin_multiplicity": 1,
  "elements": ["C", "O", "Si", "S", "H", "H", "H", "H"],
  "positions_angstrom": [[-0.596, -0.523, 0.121], [-3.183, -0.357, -0.010], [1.356, 0.355, 0.002], [-1.946, 0.445, -0.010], [-0.675, -1.532, 0.036], [0.879, 1.856, 0.084], [1.798, 0.001, -1.355], [2.367, -0.244, 1.133]],
  "nbo_charge": [-0.842, -0.902, 0.752, 1.159, 0.209, -0.124, -0.147, -0.106]
}


2.
{
  "formula": "H30NeO15",
  "method": "wB97M-V/def2-TZVPD",
  "e_above_lowest_kj_mol": 0.0,
  "spin_multiplicity": 1,
  "elements": ["Ne", "O", "H", "H", "O", "H", "H", "O", "H", "H", "O", "H", "H", "O", "H", "H", "O", "H", "H", "O", "H", "H", "O", "H", "H", "O", "H", "H", "O", "H", "H", "O", "H", "H", "O", "H", "H", "O", "H", "H", "O", "H", "H", "O", "H", "H"],
  "positions_angstrom": [[0.313, 0.148, -0.385], [-2.103, 0.047, -2.656], [-1.620, 0.480, -3.360], [-3.011, 0.035, -2.961], [-1.813, 0.303, 2.745], [-1.607, 1.010, 3.357], [-1.047, -0.271, 2.775], [3.681, -0.575, -2.482], [3.485, -1.166, -1.755], [4.037, 0.209, -2.065], [1.198, -0.830, 3.140], [0.771, -1.430, 2.528], [0.920, -1.131, 4.005], [2.990, -0.232, 0.972], [3.904, 0.012, 1.121], [2.594, -0.224, 1.843], [1.372, -2.271, -3.332], [0.746, -2.186, -4.052], [1.705, -1.384, -3.198], [-3.913, 0.085, 0.885], [-3.149, 0.149, 1.458], [-4.184, 0.992, 0.744], [2.946, -2.521, -0.522], [2.898, -1.903, 0.206], [2.130, -3.019, -0.469], [2.584, 2.603, -0.046], [1.726, 2.721, -0.454], [2.621, 1.672, 0.170], [-0.245, 3.729, -0.242], [-1.014, 3.170, -0.357], [-0.574, 4.619, -0.366], [-0.711, -2.236, 1.444], [-1.361, -2.024, 0.774], [-1.105, -2.951, 1.943], [-2.640, 2.463, -0.684], [-3.197, 2.996, -1.251], [-2.535, 1.638, -1.157], [0.512, -3.407, -0.931], [0.146, -2.798, -0.290], [0.731, -2.859, -1.685], [-2.527, -1.886, -0.573], [-3.230, -1.393, -0.149], [-2.383, -1.431, -1.403], [-0.236, 3.439, 2.447], [0.325, 4.143, 2.772], [-0.131, 3.468, 1.496]],
  "nbo_charge": [-0.001, -0.958, 0.491, 0.480, -0.975, 0.493, 0.493, -0.981, 0.500, 0.466, -0.977, 0.500, 0.480, -0.973, 0.482, 0.508, -0.948, 0.468, 0.496, -0.993, 0.508, 0.481, -1.007, 0.481, 0.490, -0.967, 0.479, 0.479, -0.974, 0.502, 0.478, -1.006, 0.513, 0.483, -0.958, 0.477, 0.500, -0.964, 0.476, 0.496, -0.983, 0.501, 0.491, -0.978, 0.462, 0.488]
}


3.
{
  "formula": "C12H21NO5S2Si2",
  "method": "wB97M-V/def2-TZVPD",
  "spin_multiplicity": 1,
  "elements": ["C", "C", "C", "O", "C", "O", "C", "S", "Si", "O", "Si", "O", "C", "O", "C", "S", "H", "H", "H", "H", "H", "H", "H", "H", "H", "H", "H", "H", "H", "H", "H", "H", "N", "C", "C", "C", "C", "C", "H", "H", "H", "H", "H"],
  "positions_angstrom": [[2.296, 2.140, 0.553], [1.927, 1.557, -0.800], [2.205, 2.557, -1.908], [1.135, 3.495, -1.982], [0.032, 3.055, -2.634], [0.050, 2.247, -3.536], [-1.226, 3.685, -2.095], [-1.649, 2.896, -0.510], [-2.490, 0.998, -1.088], [-4.061, 0.982, -0.586], [-4.783, -0.471, -0.167], [2.702, 0.394, -1.122], [2.259, -0.749, -0.589], [1.396, -0.818, 0.265], [2.915, -1.968, -1.178], [2.588, -2.105, -2.959], [3.378, 2.105, 0.650], [1.979, 3.174, 0.572], [1.863, 1.580, 1.369], [0.870, 1.319, -0.789], [3.100, 3.128, -1.697], [2.364, 2.035, -2.845], [-2.017, 3.602, -2.823], [-1.025, 4.724, -1.869], [-2.342, 0.882, -2.549], [-1.693, -0.041, -0.413], [-5.078, -1.245, -1.391], [-3.958, -1.240, 0.778], [-6.072, -0.147, 0.474], [2.494, -2.848, -0.721], [3.982, -1.922, -1.002], [3.568, -1.324, -3.428], [-1.898, -2.313, 2.517], [-2.012, -3.138, 3.556], [-0.929, -3.657, 4.247], [0.345, -3.300, 3.836], [0.484, -2.444, 2.756], [-0.666, -1.979, 2.133], [-3.026, -3.394, 3.844], [-1.082, -4.322, 5.086], [1.217, -3.683, 4.350], [1.459, -2.142, 2.403], [-0.603, -1.307, 1.290]],
  "nbo_charge": [-0.633, 0.060, -0.089, -0.517, 0.787, -0.578, -0.609, -0.196, 1.288, -1.227, 1.183, -0.505, 0.798, -0.613, -0.622, -0.003, 0.209, 0.225, 0.233, 0.210, 0.194, 0.216, 0.245, 0.251, -0.178, -0.193, -0.203, -0.165, -0.193, 0.252, 0.246, 0.129, -0.428, 0.032, -0.266, -0.176, -0.250, 0.034, 0.189, 0.217, 0.213, 0.226, 0.211]
}


4.
{
  "formula": "C3H7NO",
  "method": "wB97M-V/def2-TZVPD",
  "e_above_lowest_kj_mol": 477.7,
  "spin_multiplicity": 1,
  "smiles": "CC/C=N/O",
  "elements": ["C", "C", "C", "N", "O", "H", "H", "H", "H", "H", "H", "H"],
  "positions_angstrom": [[-0.699, 1.539, -0.540], [-0.955, -0.022, -0.210], [0.112, -0.598, 0.757], [0.888, -1.531, 0.202], [2.258, -1.862, 0.618], [0.236, 1.710, -1.268], [-0.403, 2.005, 0.502], [-1.525, 2.047, -1.068], [-1.823, 0.156, 0.382], [-1.454, -0.785, -1.015], [0.586, 0.000, 1.528], [2.779, -2.660, 0.110]],
  "nbo_charge": [-0.609, -0.444, 0.002, -0.110, -0.612, 0.208, 0.212, 0.224, 0.205, 0.244, 0.181, 0.500]
}


5.
{
  "formula": "C4H11N3O2",
  "method": "wB97M-V/def2-TZVPD",
  "e_above_lowest_kj_mol": 139.7,
  "spin_multiplicity": 1,
  "smiles": "CN=C(N)N.CC(=O)O",
  "elements": ["C", "N", "C", "N", "N", "H", "H", "H", "H", "H", "H", "H", "C", "C", "O", "O", "H", "H", "H", "H"],
  "positions_angstrom": [[-0.275, 2.473, -1.294], [0.133, 1.131, -1.109], [1.329, 0.708, -1.212], [1.624, -0.621, -1.065], [2.502, 1.548, -1.080], [0.289, 3.259, -0.790], [-1.301, 2.537, -0.866], [-0.377, 2.730, -2.366], [0.996, -1.175, -0.497], [2.540, -0.850, -0.716], [2.594, 2.305, -1.763], [2.442, 1.857, -0.108], [-2.127, -2.525, 2.128], [-1.024, -1.768, 1.507], [0.181, -1.850, 1.484], [-1.565, -1.029, 0.460], [-2.229, -3.467, 1.624], [-3.067, -2.041, 2.344], [-1.839, -2.767, 3.156], [-0.826, -0.456, 0.164]],
  "nbo_charge": [-0.436, -0.561, 0.586, -0.802, -0.906, 0.173, 0.203, 0.197, 0.400, 0.388, 0.385, 0.383, -0.735, 0.798, -0.607, -0.711, 0.257, 0.251, 0.234, 0.504]
}


6.
{
  "formula": "C32H88N8O8",
  "method": "wB97M-V/def2-TZVPD",
  "e_above_lowest_kj_mol": 571.4,
  "spin_multiplicity": 1,
  "smiles": "COC[C@H](C)N.COC[C@H](C)N.COC[C@H](C)N.COC[C@H](C)N.COC[C@H](C)N.COC[C@H](C)N.COC[C@H](C)N.COC[C@H](C)N",
  "elements": ["C", "O", "C", "C", "C", "N", "H", "H", "H", "H", "H", "H", "H", "H", "H", "H", "H", "C", "O", "C", "C", "C", "N", "H", "H", "H", "H", "H", "H", "H", "H", "H", "H", "H", "C", "O", "C", "C", "C", "N", "H", "H", "H", "H", "H", "H", "H", "H", "H", "H", "H", "C", "O", "C", "C", "C", "N", "H", "H", "H", "H", "H", "H", "H", "H", "H", "H", "H", "C", "O", "C", "C", "C", "N", "H", "H", "H", "H", "H", "H", "H", "H", "H", "H", "H", "C", "O", "C", "C", "C", "N", "H", "H", "H", "H", "H", "H", "H", "H", "H", "H", "H", "C", "O", "C", "C", "C", "N", "H", "H", "H", "H", "H", "H", "H", "H", "H", "H", "H", "C", "O", "C", "C", "C", "N", "H", "H", "H", "H", "H", "H", "H", "H", "H", "H", "H"],
  "positions_angstrom": [[-2.758, 7.882, -15.784], [-2.784, 8.498, -14.511], [-2.031, 8.012, -13.460], [-2.014, 6.537, -13.251], [-3.353, 6.036, -12.836], [-0.972, 6.070, -12.323], [-3.374, 7.015, -16.022], [-1.788, 7.481, -16.077], [-3.149, 8.597, -16.508], [-0.967, 8.205, -13.597], [-2.305, 8.519, -12.535], [-1.764, 6.029, -14.182], [-4.090, 6.143, -13.633], [-3.696, 6.655, -12.007], [-3.375, 5.003, -12.489], [-1.556, 5.649, -11.615], [-0.439, 6.805, -11.882], [6.793, 12.470, -18.817], [8.023, 12.946, -18.246], [7.984, 14.354, -17.987], [8.970, 14.677, -16.823], [8.337, 15.442, -15.708], [10.120, 15.490, -17.228], [6.046, 12.427, -18.024], [6.911, 11.417, -19.076], [6.511, 13.008, -19.722], [8.452, 14.801, -18.864], [6.997, 14.780, -17.804], [9.399, 13.724, -16.511], [9.018, 15.448, -14.857], [7.494, 14.911, -15.265], [8.136, 16.458, -16.047], [10.640, 14.844, -17.805], [10.664, 15.674, -16.397], [1.164, 3.744, -24.211], [-0.170, 3.392, -24.315], [-0.762, 3.471, -25.680], [-2.283, 3.533, -25.653], [-2.908, 2.385, -24.681], [-2.857, 3.254, -26.962], [1.102, 4.460, -23.392], [1.678, 4.156, -25.080], [1.751, 2.869, -23.932], [-0.361, 4.356, -26.175], [-0.528, 2.563, -26.235], [-2.709, 4.430, -25.204], [-2.853, 2.548, -23.604], [-2.324, 1.479, -24.845], [-3.958, 2.256, -24.943], [-3.838, 3.496, -26.985], [-2.524, 3.903, -27.660], [11.451, 5.873, -4.177], [11.261, 7.263, -4.370], [11.398, 7.607, -5.715], [11.472, 9.156, -5.849], [11.823, 9.609, -7.283], [12.512, 9.718, -4.981], [12.507, 5.639, -4.318], [10.760, 5.205, -4.690], [11.286, 5.774, -3.105], [12.195, 7.116, -6.273], [10.439, 7.370, -6.176], [10.534, 9.552, -5.459], [11.046, 9.164, -7.904], [12.757, 9.266, -7.729], [11.715, 10.687, -7.394], [13.360, 9.265, -5.290], [12.343, 9.365, -4.049], [4.798, -2.012, -13.832], [4.718, -1.228, -12.662], [5.827, -0.355, -12.405], [5.454, 0.512, -11.130], [6.585, 1.541, -10.954], [5.552, -0.337, -9.987], [4.610, -1.554, -14.803], [4.082, -2.829, -13.743], [5.768, -2.509, -13.859], [6.652, -1.045, -12.226], [6.154, 0.204, -13.282], [4.471, 0.975, -11.217], [6.763, 2.078, -11.885], [7.523, 1.098, -10.619], [6.464, 2.332, -10.214], [5.270, -1.251, -10.312], [5.005, 0.036, -9.225], [4.250, 5.954, -16.178], [4.102, 7.069, -15.333], [5.374, 7.690, -15.007], [5.167, 8.800, -13.916], [6.422, 9.414, -13.338], [4.395, 8.234, -12.861], [4.718, 6.313, -17.095], [3.305, 5.580, -16.572], [4.866, 5.169, -15.741], [6.026, 6.889, -14.656], [5.815, 8.187, -15.870], [4.646, 9.590, -14.457], [7.091, 9.820, -14.096], [7.002, 8.620, -12.868], [6.116, 10.187, -12.633], [3.765, 7.683, -13.427], [5.055, 7.534, -12.555], [-1.425, 20.022, -8.174], [-0.085, 19.517, -8.247], [-0.075, 18.293, -9.020], [1.366, 17.738, -8.832], [1.742, 16.619, -9.809], [1.663, 17.337, -7.465], [-2.030, 19.983, -9.080], [-1.270, 21.002, -7.723], [-2.087, 19.646, -7.393], [-0.872, 17.558, -8.906], [-0.191, 18.484, -10.087], [2.047, 18.546, -9.102], [2.678, 16.130, -9.540], [1.711, 16.898, -10.862], [1.020, 15.803, -9.801], [1.465, 18.201, -6.982], [2.635, 17.088, -7.344], [4.513, 8.381, -4.726], [4.143, 9.133, -5.935], [3.829, 10.508, -5.709], [2.497, 10.631, -4.995], [1.371, 10.647, -6.088], [2.350, 11.938, -4.318], [4.729, 7.353, -5.020], [3.783, 8.391, -3.917], [5.309, 8.973, -4.277], [4.654, 10.877, -5.100], [3.759, 11.149, -6.588], [2.350, 9.840, -4.260], [1.452, 9.863, -6.842], [1.385, 11.555, -6.690], [0.413, 10.666, -5.569], [1.483, 11.895, -3.800], [2.210, 12.578, -5.087]],
  "lowdin_charge": [-0.113, -0.147, -0.242, -0.487, -0.068, 0.053, 0.077, 0.088, 0.088, 0.123, 0.136, 0.124, 0.082, 0.087, 0.082, 0.052, 0.066, -0.103, -0.204, -0.177, -0.449, -0.086, 0.019, 0.084, 0.080, 0.087, 0.117, 0.120, 0.132, 0.074, 0.081, 0.090, 0.071, 0.065, -0.147, -0.198, -0.151, -0.414, -0.047, 0.015, 0.089, 0.083, 0.081, 0.116, 0.124, 0.123, 0.063, 0.068, 0.060, 0.070, 0.066, -0.106, -0.192, -0.236, -0.417, -0.068, 0.026, 0.089, 0.090, 0.087, 0.126, 0.122, 0.137, 0.068, 0.076, 0.075, 0.065, 0.059, -0.121, -0.207, -0.172, -0.414, -0.089, 0.022, 0.084, 0.085, 0.082, 0.122, 0.117, 0.135, 0.063, 0.076, 0.067, 0.069, 0.081, -0.118, -0.213, -0.168, -0.479, -0.065, 0.047, 0.081, 0.089, 0.088, 0.120, 0.120, 0.135, 0.075, 0.076, 0.084, 0.058, 0.071, -0.116, -0.177, -0.185, -0.447, -0.075, 0.035, 0.087, 0.085, 0.078, 0.126, 0.116, 0.127, 0.071, 0.073, 0.071, 0.062, 0.069, -0.065, -0.200, -0.213, -0.413, -0.069, 0.025, 0.090, 0.067, 0.081, 0.113, 0.127, 0.123, 0.075, 0.069, 0.071, 0.064, 0.058]
}


7.
{
  "formula": "C5H29N2O9",
  "method": "wB97M-V/def2-TZVPD",
  "e_above_lowest_kj_mol": 310.0,
  "charge": 1,
  "spin_multiplicity": 1,
  "elements": ["C", "O", "C", "C", "C", "C", "N", "N", "H", "H", "H", "H", "H", "H", "H", "H", "H", "H", "H", "H", "H", "H", "H", "O", "H", "H", "O", "H", "H", "O", "H", "H", "O", "H", "H", "O", "H", "H", "O", "H", "H", "O", "H", "H", "O"],
  "positions_angstrom": [[-1.548, 1.566, 3.227], [-2.699, 1.032, 2.533], [-0.706, 0.394, 3.733], [0.388, -0.130, 2.797], [-0.081, -0.334, 1.372], [-0.075, 0.746, 0.566], [-0.307, 0.691, -0.883], [-0.704, -1.503, 1.061], [-1.999, 2.113, 4.056], [-1.018, 2.267, 2.583], [-2.623, 1.280, 1.612], [-0.306, 0.676, 4.708], [-1.473, -0.352, 3.941], [0.661, -1.114, 3.166], [1.259, 0.499, 2.919], [0.281, 1.718, 0.856], [-0.598, -0.261, -1.131], [-1.065, 1.404, -1.221], [0.548, 0.860, -1.405], [-1.196, -1.679, 0.201], [-1.075, -2.034, 1.819], [2.112, -3.074, -1.561], [2.068, -1.525, -1.164], [1.564, -2.327, -1.318], [-1.486, -2.444, -2.301], [-0.087, -2.263, -1.551], [-1.013, -1.955, -1.600], [1.446, -1.717, 0.652], [2.712, -2.497, 1.134], [2.236, -1.681, 1.200], [-1.443, 3.912, -0.042], [-2.331, 2.625, -0.120], [-1.431, 2.949, -0.193], [-0.719, -0.413, -3.628], [0.815, -0.058, -3.831], [0.131, -0.398, -3.214], [-2.828, -0.159, -2.095], [-3.293, 0.416, -0.753], [-2.893, 0.658, -1.597], [2.760, 0.348, -3.267], [2.243, 1.134, -4.569], [2.500, 0.290, -4.199], [4.482, -0.153, -0.956], [3.202, 0.370, -0.345], [3.588, 0.120, -1.191]],
  "nbo_charge": [-0.074, -0.729, -0.424, -0.443, 0.238, -0.238, -0.749, -0.844, 0.192, 0.170, 0.448, 0.226, 0.219, 0.239, 0.235, 0.224, 0.463, 0.490, 0.426, 0.418, 0.403, 0.508, 0.512, -0.981, 0.501, 0.528, -1.012, 0.490, 0.480, -0.973, 0.508, 0.482, -0.966, 0.471, 0.502, -1.003, 0.488, 0.482, -0.952, 0.501, 0.485, -0.951, 0.498, 0.491, -0.978]
}


no.,HOMO (eV),E (eV),E_LUMO (eV)
1,-9.48,-21859.3683,-0.288
2,-10.24,-34710.2793,-0.487
3,-9.46,-61940.3631,0.556
4,-9.51,-6757.7996,0.922
5,-8.91,-12891.3820,0.762
6,-9.13,-62902.8452,0.553
7,-11.58,-27056.9329,-2.799